Computed, not measured: 7 unconnected molecules or ions with the total composition C37H70ClN2O14 in a non-equilibrium geometry, with ωB97M-V/def2-TZVPD.

ORCA input file:
```
! wB97M-V def2-TZVPD RIJCOSX def2/J DEFGRID3
* xyz 0 2
C -3.49740 1.95941 0.17043
C -2.11355 1.50934 -0.50249
C -1.64226 2.82836 -1.25364
C -1.14860 1.15930 0.70086
C -0.32606 -0.18530 0.60788
C 1.24857 -0.01632 0.64951
C 1.85911 1.19317 -0.15302
C 3.06946 1.91734 0.60215
Cl 4.65667 1.33077 -0.06761
N -0.69570 -0.97579 1.86633
C -0.05667 -2.00413 1.98457
O 0.56990 -2.96905 2.03577
C -0.68992 -1.13342 -0.62173
C -1.34243 -0.42418 -1.87678
C -0.34206 0.26769 -2.85804
C -1.99520 -1.60748 -2.73056
N -2.47210 0.39900 -1.40982
O -3.47262 -0.29518 -0.97651
H -4.28239 2.13723 -0.60124
H -3.81114 1.28440 0.99409
H -3.27825 2.96554 0.62236
H -1.81082 3.74195 -0.63372
H -2.22983 2.98625 -2.19822
H -0.56254 2.81562 -1.52741
H -0.47799 2.04967 0.84745
H -1.76782 1.13105 1.63492
H 1.55405 0.13553 1.72374
H 1.80226 -0.92657 0.29581
H 2.32564 0.76173 -1.08018
H 1.13449 1.95812 -0.50701
H 2.99505 3.02072 0.46910
H 2.99913 1.68256 1.68825
H 0.24718 -1.63052 -0.99050
H -1.38791 -1.96881 -0.35172
H -0.87375 0.56354 -3.80042
H 0.38599 -0.52570 -3.18219
H 0.27264 1.08483 -2.42406
H -1.18902 -2.15643 -3.28257
H -2.51250 -2.35459 -2.09333
H -2.71965 -1.14992 -3.43845
O -5.06657 -4.97931 6.82825
C -4.19542 -4.89718 6.00039
O -3.74709 -3.69024 5.61740
C -2.59405 -3.48322 4.79247
C -2.94697 -3.57432 3.32282
C -3.66134 -6.12854 5.31311
H -1.78661 -4.16294 5.07217
H -2.23958 -2.47594 5.01540
H -3.32088 -4.56525 3.06012
H -2.07655 -3.35949 2.70409
H -3.73662 -2.86259 3.07535
H -4.31733 -6.38568 4.48097
H -3.65609 -6.94754 6.03119
H -2.63950 -6.02505 4.95485
O -4.03735 -3.05006 -3.95807
C -5.07073 -2.75732 -4.49890
O -5.53592 -3.50858 -5.51520
C -6.83653 -3.36267 -6.09405
C -6.84181 -2.29649 -7.17023
C -5.81148 -1.50015 -4.11730
H -7.58925 -3.18381 -5.32372
H -7.07777 -4.32740 -6.54220
H -6.58987 -1.31564 -6.76425
H -7.82244 -2.23272 -7.64476
H -6.09652 -2.52419 -7.93461
H -5.38177 -0.65490 -4.65637
H -5.68885 -1.34098 -3.04611
H -6.88256 -1.54594 -4.30275
O 9.60263 3.55784 -5.03840
C 9.47394 3.02530 -3.96562
O 8.28500 2.51008 -3.61228
C 8.06709 1.69115 -2.45364
C 7.81532 2.53666 -1.22235
C 10.60403 3.00902 -2.96790
H 8.88673 0.98234 -2.31623
H 7.17821 1.09562 -2.66877
H 8.67554 3.16122 -0.97890
H 7.59240 1.90544 -0.36118
H 6.97433 3.20930 -1.38922
H 10.60276 3.94708 -2.41224
H 11.54238 2.91697 -3.51348
H 10.56653 2.17248 -2.27361
O 7.25044 4.48825 0.87071
C 7.23473 4.09324 2.00837
O 6.69387 2.89515 2.30365
C 6.79660 2.25498 3.57931
C 5.70935 2.73083 4.52063
C 7.72968 4.96605 3.13429
H 7.79712 2.37747 3.99901
H 6.66880 1.18777 3.39298
H 5.79229 3.80000 4.72174
H 5.76025 2.19559 5.47016
H 4.72486 2.56695 4.07804
H 6.92990 5.64083 3.44083
H 8.57223 5.55208 2.76962
H 8.09030 4.41024 3.99720
O 2.76623 2.35356 -4.34948
C 3.72494 2.70665 -4.98909
O 3.95688 4.01429 -5.18651
C 5.16274 4.54001 -5.75888
C 5.09358 4.54772 -7.27185
C 4.62516 1.69677 -5.65534
H 6.03864 4.00800 -5.38229
H 5.24651 5.56545 -5.39725
H 4.99418 3.53835 -7.67408
H 5.99054 5.00182 -7.69552
H 4.22155 5.11112 -7.61020
H 4.19201 1.41012 -6.61417
H 4.68905 0.81822 -5.01431
H 5.64501 2.04585 -5.80378
O -11.82413 -2.74699 6.49778
C -10.92563 -3.37059 7.00090
O -9.88458 -2.72391 7.55154
C -8.86751 -3.35706 8.34005
C -7.76782 -3.92628 7.46806
C -10.90138 -4.87771 6.94123
H -9.30119 -4.10429 9.00822
H -8.45198 -2.57688 8.97921
H -8.14659 -4.70259 6.80117
H -6.97394 -4.35360 8.07768
H -7.34083 -3.14654 6.83553
H -10.47684 -5.19027 5.98693
H -11.92591 -5.24063 7.01352
H -10.35057 -5.34220 7.75618
*
```

The calculation puts the molar mass at 802.4 g mol⁻¹. The value obtained for the HOMO energy (spin up / spin down) is -8.44 / -9.48 eV. The value obtained for the gap between HOMO and LUMO (spin up / spin down) is 8.84 / 9.75 eV. The calculation puts the largest force on an atom at 0.061 hartree/bohr.


Computed, not measured: a molecular structure, C12H8Br2F5I2O5PtSeTe in a non-equilibrium geometry, with ωB97M-V/def2-TZVPD.

ORCA input file:
```
! wB97M-V def2-TZVPD RIJCOSX def2/J DEFGRID3
* xyz -1 1
Pt 0.33003 0.69432 0.65700
F -3.51506 -0.16171 -1.85408
Te -2.25725 1.03338 -0.87984
F -1.99704 1.72270 -2.68523
F -3.63972 0.65955 0.56525
F -3.64017 2.36758 -1.09597
F -0.56229 0.12181 -1.71189
O -1.16894 2.10453 0.05952
Br -2.30841 -2.96238 -2.25796
C -3.64685 -2.89365 -0.94285
C -4.88163 -3.47251 -1.19163
C -5.86025 -3.44474 -0.21480
C -5.61286 -2.83782 1.00670
C -4.38478 -2.24782 1.25074
C -3.39590 -2.28735 0.28030
I -1.47321 -1.39999 0.68619
H -5.06018 -3.93095 -2.15127
H -6.81377 -3.91199 -0.40862
H -6.37807 -2.81426 1.76709
H -4.18467 -1.75537 2.18927
Br 4.79363 4.54438 1.70954
C 5.14711 3.33884 0.30642
C 6.21442 3.57077 -0.54503
C 6.49601 2.65762 -1.54554
C 5.71386 1.52289 -1.68931
C 4.63886 1.30587 -0.84533
C 4.33783 2.21797 0.16020
I 2.68926 1.78271 1.52982
H 6.80919 4.46130 -0.41577
H 7.32867 2.83452 -2.20837
H 5.94448 0.80579 -2.46088
H 4.03173 0.42000 -0.95587
O 2.67240 -1.01256 3.54453
Se 1.27813 -0.86881 2.84453
O 0.77089 0.72013 2.91069
O 1.40915 -1.05975 1.18064
O 0.17540 -1.82501 3.41181
*
```

The calculation puts the molar mass at 1142.4 g mol⁻¹. The value obtained for the HOMO energy (spin up / spin down) is -6.20 / -6.20 eV. The value obtained for the gap between HOMO and LUMO (spin up / spin down) is 6.07 / 6.07 eV. The energy relative to the best compared isomer or geometry (same formula, charge and spin) is 431.2 kJ/mol. The calculation puts the largest force on an atom at 0.129 hartree/bohr.


Computed, not measured: a molecular structure, C5H6NiO4S in a non-equilibrium geometry, with ωB97M-V/def2-TZVPD.

ORCA input file:
```
! wB97M-V def2-TZVPD RIJCOSX def2/J DEFGRID3
* xyz 2 3
O -4.06622 1.90258 0.20911
C -3.77002 1.04189 -0.50898
Ni 0.62306 -0.88122 -1.93467
C -0.49808 0.72351 -2.33644
C 1.34924 -1.04459 -3.51521
O -0.53211 1.87741 -2.51652
O 2.28752 -1.21549 -4.21087
C 1.47121 0.77908 1.64281
S -0.09782 0.28187 0.83763
C -0.14396 -1.50679 1.22786
O -1.33084 0.89812 1.63339
H 2.15060 0.04673 1.36982
H 1.29116 0.79124 2.75729
H 1.74959 1.72900 1.27111
H -0.48793 -1.51283 2.30813
H -0.82203 -2.07154 0.62759
H 0.82663 -1.83896 1.13795
*
```

The calculation puts the molar mass at 220.9 g mol⁻¹. The value obtained for the HOMO energy (spin up / spin down) is -19.20 / -19.19 eV. The value obtained for the gap between HOMO and LUMO (spin up / spin down) is 9.28 / 6.79 eV. The energy relative to the best compared isomer or geometry (same formula, charge and spin) is 234.7 kJ/mol. The calculation puts the largest force on an atom at 0.194 hartree/bohr.


Computed, not measured: 9 unconnected molecules or ions with the total composition C20H46Cl14O8P2 in a non-equilibrium geometry, with ωB97M-V/def2-TZVPD.

ORCA input file:
```
! wB97M-V def2-TZVPD RIJCOSX def2/J DEFGRID3
* xyz 1 2
C 14.20812 -2.70322 17.97057
O 13.82982 -3.98920 17.55766
P 13.83480 -4.28164 15.91118
O 13.24143 -5.54964 15.40248
O 13.12898 -2.92159 15.44181
C 13.20300 -2.60826 14.08912
O 15.42880 -4.12070 15.47284
C 16.33989 -5.21437 15.61076
H 13.30388 -2.09494 17.94897
H 15.02628 -2.22351 17.43337
H 14.55922 -2.66389 19.00173
H 13.59583 -3.35353 13.39748
H 13.68536 -1.63176 14.04584
H 12.15893 -2.43895 13.82576
H 17.06387 -5.18609 14.79642
H 15.81796 -6.15362 15.42772
H 16.80541 -5.22908 16.59624
C 6.10205 3.06664 14.14251
O 5.53160 1.77057 14.10029
P 4.50039 1.26276 12.97799
O 4.19848 -0.19335 13.09747
O 5.24035 1.79530 11.61127
C 5.35115 0.96172 10.45566
O 3.25213 2.30391 13.20035
C 2.59429 2.38874 14.46325
H 5.51022 3.95190 13.90980
H 7.05703 3.15670 13.62482
H 6.41681 3.10171 15.18548
H 4.76359 1.20120 9.56936
H 5.14609 -0.09404 10.63288
H 6.38967 1.02481 10.13069
H 2.94043 1.62866 15.16364
H 1.51252 2.31196 14.35386
H 2.88321 3.34409 14.90136
Cl 9.67735 -1.85904 19.18298
C 9.43584 -3.47560 18.36684
C 10.20575 -3.39023 17.10550
Cl 9.88981 -4.78021 15.98222
H 8.35671 -3.61407 18.30040
H 9.83785 -4.24739 19.02321
H 11.27244 -3.45439 17.32034
H 9.99780 -2.44532 16.60350
Cl 9.67792 1.30530 21.91273
C 8.01360 1.82214 21.52498
C 7.36081 1.10711 20.28658
Cl 7.98753 1.55664 18.66128
H 7.95913 2.91078 21.52324
H 7.42668 1.61125 22.41893
H 6.29504 1.33295 20.32171
H 7.46816 0.02669 20.38286
Cl 9.49472 2.59153 15.13938
C 9.08349 0.86463 15.19722
C 10.27403 -0.06567 14.97927
Cl 11.37534 -0.05749 16.38181
H 8.31577 0.77958 14.42814
H 8.59702 0.69670 16.15807
H 10.85653 0.23733 14.10922
H 9.89122 -1.06331 14.76419
Cl 11.00553 1.86651 11.91956
C 9.87592 2.60593 10.68576
C 8.82750 3.45797 11.40770
Cl 9.47831 5.04978 11.95906
H 9.40553 1.81064 10.10754
H 10.55707 3.14476 10.02713
H 8.45300 2.89995 12.26586
H 8.03263 3.68114 10.69603
Cl 14.09334 1.48183 18.55052
C 12.55859 2.32296 18.74364
C 12.23044 3.45281 17.74385
Cl 13.43677 4.78662 17.77714
H 12.57664 2.66636 19.77798
H 11.78437 1.55761 18.68962
H 11.24726 3.90004 17.89027
H 12.26495 3.14631 16.69840
Cl 7.37894 -2.06860 16.02706
C 5.57817 -1.97667 15.71037
C 4.88802 -0.74681 16.46813
Cl 4.91601 -1.14734 18.23864
H 5.02923 -2.87481 15.99341
H 5.32003 -1.78109 14.66959
H 3.84458 -0.56942 16.20758
H 5.44835 0.16037 16.24197
Cl 9.81234 -3.42881 12.19860
C 8.17113 -3.27584 11.43790
C 7.53072 -1.99763 12.07049
Cl 8.38866 -0.48357 11.71278
H 7.64188 -4.22501 11.52197
H 8.33848 -3.15963 10.36712
H 7.41396 -2.07053 13.15176
H 6.53803 -1.96618 11.62141
*
```

The calculation puts the molar mass at 972.9 g mol⁻¹. The value obtained for the HOMO energy (spin up / spin down) is -12.52 / -12.49 eV. The value obtained for the gap between HOMO and LUMO (spin up / spin down) is 10.81 / 2.62 eV. The calculation puts the largest force on an atom at 0.057 hartree/bohr.


Please write out number 3 again, unchanged.
Computed, not measured: a molecular structure, C5H6NiO4S in a non-equilibrium geometry, with ωB97M-V/def2-TZVPD.

ORCA input file:
```
! wB97M-V def2-TZVPD RIJCOSX def2/J DEFGRID3
* xyz 2 3
O -4.06622 1.90258 0.20911
C -3.77002 1.04189 -0.50898
Ni 0.62306 -0.88122 -1.93467
C -0.49808 0.72351 -2.33644
C 1.34924 -1.04459 -3.51521
O -0.53211 1.87741 -2.51652
O 2.28752 -1.21549 -4.21087
C 1.47121 0.77908 1.64281
S -0.09782 0.28187 0.83763
C -0.14396 -1.50679 1.22786
O -1.33084 0.89812 1.63339
H 2.15060 0.04673 1.36982
H 1.29116 0.79124 2.75729
H 1.74959 1.72900 1.27111
H -0.48793 -1.51283 2.30813
H -0.82203 -2.07154 0.62759
H 0.82663 -1.83896 1.13795
*
```

The calculation puts the molar mass at 220.9 g mol⁻¹. The value obtained for the HOMO energy (spin up / spin down) is -19.20 / -19.19 eV. The value obtained for the gap between HOMO and LUMO (spin up / spin down) is 9.28 / 6.79 eV. The energy relative to the best compared isomer or geometry (same formula, charge and spin) is 234.7 kJ/mol. The calculation puts the largest force on an atom at 0.194 hartree/bohr.